9 unconnected molecules or ions with the total composition C54H135N9, computed with ωB97M-V/def2-TZVPD.

As for the orbital gap: 0.317 Eh. Its energy above the lowest of the compared OMol25 structures with the same formula, charge and spin is 102.6 kcal/mol. The strongest force on any atom is 0.05062 Eh/bohr. The calculation puts the HOMO energy at -0.2919 hartree. As for the spin multiplicity: 1. The structure (SMILES) is CCN(CC)CC.CCN(CC)CC.CCN(CC)CC.CCN(CC)CC.CCN(CC)CC.CCN(CC)CC.CCN(CC)CC.CCN(CC)CC.CCN(CC)CC. As for the net charge: 0.

```
198
Properties=species:S:1:pos:R:3:forces:R:3
C 1.1515 -5.5251 -5.9547 -0.11 -1.00 -0.35
C 2.6545 -5.3899 -5.6627 -0.20 2.24 0.60
N 3.0867 -3.9779 -5.6570 0.40 1.71 -0.94
C 3.3452 -3.3720 -7.0010 -0.28 0.19 0.52
C 3.9030 -1.9276 -6.9889 -0.20 -0.85 0.74
C 2.3515 -3.0632 -4.7359 2.02 -0.70 0.44
C 2.8557 -3.3850 -3.3183 -1.12 -0.33 0.11
H 0.6687 -4.7558 -6.5574 0.73 0.22 -0.45
H 0.4735 -5.5404 -5.1014 0.45 -0.35 0.44
H 1.0688 -6.4661 -6.4987 -0.62 -0.10 0.04
H 2.9261 -5.7349 -4.6650 -0.35 -0.42 0.05
H 3.3191 -5.9235 -6.3423 -0.35 -0.01 -0.27
H 4.0362 -4.0132 -7.5482 -0.03 -0.18 0.09
H 2.4356 -3.2720 -7.5932 -0.42 -0.41 -0.26
H 4.1345 -1.5975 -8.0016 -0.05 -0.04 0.06
H 3.1425 -1.2851 -6.5451 0.15 0.29 -0.32
H 4.7906 -1.8673 -6.3591 0.14 0.07 -0.07
H 1.2653 -3.0384 -4.8234 -0.23 -0.29 -0.05
H 2.7063 -2.0410 -4.8675 -0.13 -0.15 -0.52
H 2.3705 -4.2856 -2.9421 0.05 -0.17 0.14
H 2.5726 -2.5868 -2.6321 0.16 0.09 0.13
H 3.9313 -3.5615 -3.3164 -0.07 0.25 -0.07
C -5.3513 -2.4074 -4.9191 -0.26 1.02 -0.53
C -4.0740 -3.0665 -4.4488 -1.11 0.13 -0.97
N -4.4449 -4.3946 -3.9633 1.36 -1.38 0.60
C -3.5099 -4.9093 -2.9090 0.33 2.16 -0.18
C -3.7315 -4.2528 -1.5463 -0.48 -0.48 0.47
C -4.5385 -5.3364 -5.1015 -1.43 -0.50 0.06
C -5.3941 -6.5855 -4.7591 -0.08 0.47 0.42
H -5.1106 -1.4253 -5.3262 0.02 0.35 0.23
H -5.9957 -2.2870 -4.0483 -0.21 0.02 -0.20
H -5.9017 -2.8498 -5.7494 0.06 -0.61 0.27
H -3.3674 -3.1110 -5.2775 0.40 -0.18 -0.12
H -3.6985 -2.3017 -3.7690 0.40 -0.87 0.80
H -3.4244 -5.9938 -2.8413 -0.44 0.10 -0.15
H -2.5147 -4.5024 -3.0884 0.56 -0.48 -0.96
H -4.5522 -4.7369 -1.0170 0.05 0.11 0.27
H -2.8008 -4.3100 -0.9818 -0.06 -0.47 0.29
H -3.9173 -3.1788 -1.5405 -0.28 0.03 -0.63
H -3.6169 -5.6603 -5.5850 0.65 0.22 0.33
H -5.1075 -4.8668 -5.9039 0.13 0.45 0.12
H -4.8440 -7.4561 -4.4019 0.14 0.08 -0.06
H -6.0269 -6.8843 -5.5948 0.28 -0.09 -0.18
H -6.0946 -6.2909 -3.9777 0.01 -0.03 0.14
C 4.6059 1.2677 3.0790 -1.36 -0.45 -0.27
C 5.2049 2.2543 2.1091 0.69 0.13 0.44
N 4.3441 3.3529 1.6541 -0.30 -0.25 0.68
C 4.1269 4.3111 2.7673 0.08 -0.22 -0.53
C 3.2651 5.5573 2.4329 -0.48 -1.44 0.41
C 4.8138 3.9777 0.4242 -1.09 -0.77 0.14
C 6.1236 4.6769 0.4886 0.83 0.12 -0.07
H 3.8038 0.7600 2.5434 -0.25 -0.18 0.03
H 4.1287 1.6774 3.9693 0.37 0.13 0.11
H 5.3130 0.4801 3.3395 0.17 0.24 0.18
H 6.1091 2.6268 2.5904 0.42 0.50 0.07
H 5.5882 1.6054 1.3215 -0.26 0.50 -0.72
H 3.7242 3.7379 3.6023 -0.49 0.10 -0.16
H 5.0895 4.6281 3.1686 0.42 0.38 0.01
H 3.8295 6.3679 1.9720 -0.19 0.02 0.24
H 2.3995 5.2881 1.8275 0.30 -0.19 -0.68
H 2.7151 5.8127 3.3387 0.64 0.72 0.30
H 4.0638 4.7011 0.1044 -0.18 0.07 0.12
H 4.7643 3.2004 -0.3383 0.32 -0.08 -0.18
H 6.1355 5.3338 1.3583 0.04 0.47 -0.30
H 6.2215 5.1970 -0.4644 0.36 0.43 0.23
H 6.9990 4.0395 0.6124 -0.10 -0.29 -0.11
C -2.1925 5.6762 0.8778 -0.11 0.71 0.86
C -2.6849 4.4717 0.0778 -0.30 0.62 -0.88
N -4.1103 4.0858 0.0581 1.08 -1.23 0.50
C -4.9645 5.1474 -0.4341 -0.88 -0.35 1.37
C -4.6390 5.6310 -1.8199 0.60 0.11 0.12
C -4.5592 3.4357 1.3150 -0.32 1.94 -1.45
C -5.6829 2.4752 1.0696 0.10 -1.46 -0.31
H -1.1246 5.8364 0.7294 0.08 -0.11 -0.42
H -2.2509 5.5779 1.9618 -0.31 -0.44 0.11
H -2.6755 6.6382 0.7065 -0.20 -0.05 -0.50
H -2.5218 4.6710 -0.9814 0.65 0.11 0.02
H -1.9863 3.6796 0.3473 -0.59 -0.65 -0.05
H -4.9478 5.9312 0.3232 0.26 0.92 -0.07
H -6.0166 4.8760 -0.3468 -0.01 -0.76 -0.29
H -3.9522 6.4649 -1.6753 -0.07 0.23 -0.66
H -5.5225 5.9045 -2.3966 0.12 0.22 0.15
H -4.1038 4.8533 -2.3647 -0.12 -0.04 -0.08
H -3.6653 2.9731 1.7334 -0.34 -0.13 0.26
H -4.9503 4.2443 1.9325 0.28 0.08 0.90
H -5.7852 1.8419 1.9508 -0.23 -0.12 0.05
H -6.6763 2.8228 0.7859 0.18 0.71 0.30
H -5.3961 1.8364 0.2343 0.11 -0.25 0.04
C 1.1174 1.8637 0.2090 0.39 -1.41 0.27
C 0.3298 0.6056 0.7047 -0.19 0.50 -1.21
N -0.6099 0.1075 -0.3949 0.68 -0.94 0.83
C -1.7474 -0.5979 0.1954 -1.63 1.48 -0.02
C -2.7691 0.4603 0.7278 0.56 -0.88 0.27
C 0.0521 -0.8283 -1.3929 -0.70 2.01 0.17
C -0.7978 -0.9355 -2.7055 0.80 -1.01 0.40
H 1.3316 1.7234 -0.8505 -0.10 0.21 -0.09
H 2.0880 1.8804 0.7046 0.10 0.19 0.12
H 0.6621 2.8407 0.3708 -0.41 -0.26 -0.01
H 0.9762 -0.1918 1.0714 0.61 -0.27 -0.64
H -0.1372 0.8280 1.6641 -1.00 0.27 -0.44
H -2.3120 -1.1342 -0.5673 0.35 -0.10 -0.26
H -1.5457 -1.3318 0.9757 0.56 -0.14 0.25
H -2.4459 0.8529 1.6918 0.24 0.42 -0.08
H -2.8782 1.2415 -0.0245 -0.06 0.08 0.19
H -3.7362 0.0136 0.9588 -0.13 -0.16 -0.28
H 0.3325 -1.7473 -0.8781 -0.34 -0.57 -0.29
H 0.9927 -0.3658 -1.6920 0.15 0.07 0.06
H -1.8403 -1.2340 -2.5951 -0.05 0.41 0.37
H -0.3983 -1.7548 -3.3033 0.31 -0.19 -0.04
H -0.7057 -0.0697 -3.3612 -0.14 0.28 0.46
C 3.7550 -6.2200 0.8314 -0.70 0.33 -0.54
C 3.7760 -5.1644 1.9309 -0.24 0.17 0.63
N 2.4752 -4.5338 2.3793 0.18 -0.30 -1.02
C 1.4108 -5.4662 2.7892 0.06 0.90 -0.16
C 1.7027 -6.1644 4.0692 0.21 -1.23 0.47
C 1.9328 -3.5587 1.3965 2.55 0.49 0.16
C 2.9064 -2.3305 1.2649 -1.06 -0.28 0.45
H 3.3291 -5.8394 -0.0970 0.00 0.33 -0.12
H 3.1125 -7.0722 1.0528 0.31 -0.21 0.34
H 4.7684 -6.5272 0.5729 -0.03 -0.22 0.25
H 4.3283 -5.5700 2.7785 -0.65 -0.39 0.52
H 4.5136 -4.4034 1.6760 -0.54 0.46 -0.40
H 0.5062 -4.8747 2.9306 0.09 0.35 0.06
H 1.0861 -6.1973 2.0488 0.33 -0.26 -0.52
H 2.1657 -5.5367 4.8306 -0.18 0.10 -0.08
H 0.7848 -6.6235 4.4364 -0.14 0.24 0.29
H 2.3368 -7.0350 3.9014 0.42 0.07 0.02
H 0.9481 -3.2294 1.7283 0.07 -0.01 -0.09
H 1.9037 -3.9497 0.3795 -0.56 -0.48 -0.18
H 2.5014 -1.6833 0.4869 0.15 0.16 -0.02
H 3.9417 -2.5647 1.0175 -0.22 -0.30 -0.15
H 2.9306 -1.7837 2.2076 -0.05 0.11 0.03
C -3.8554 2.5751 6.3219 0.15 0.23 0.07
C -3.4495 3.1138 4.9459 0.79 -0.52 0.81
N -2.2871 4.0268 5.0870 0.19 -1.71 0.38
C -2.6911 5.3790 5.3402 1.75 1.33 -0.61
C -1.6728 6.0986 6.2693 -0.91 -0.57 0.47
C -1.2101 3.7944 4.0801 -1.31 -0.79 -0.23
C -0.5525 2.3803 4.1746 0.20 0.68 -0.05
H -3.0067 2.0922 6.8063 0.16 0.10 -0.13
H -4.6246 1.8065 6.2459 -0.31 0.20 -0.01
H -4.1592 3.3865 6.9832 -0.27 -0.05 0.04
H -3.1982 2.2095 4.3916 0.35 0.26 -0.43
H -4.3056 3.5504 4.4314 -0.06 0.36 -0.11
H -2.5904 5.9611 4.4242 -0.76 0.17 -0.65
H -3.7236 5.4029 5.6886 0.19 0.12 0.17
H -1.8910 7.1407 6.5028 -0.49 -0.01 -0.10
H -1.7251 5.5140 7.1878 0.66 0.21 0.24
H -0.6706 6.1381 5.8427 -0.01 -0.51 0.01
H -0.4515 4.5764 4.0457 -0.07 0.05 0.59
H -1.7597 3.9016 3.1449 0.42 -0.28 -0.73
H -0.0365 2.2450 5.1251 -0.38 -0.02 0.23
H 0.2375 2.2084 3.4435 0.07 0.60 -0.34
H -1.2224 1.5448 3.9714 -0.32 0.16 0.38
C -0.9168 -3.5098 5.4346 0.46 -0.65 1.21
C -2.1632 -2.8765 5.9348 -1.73 0.62 -1.15
N -2.3806 -1.6319 5.1628 0.50 -0.99 0.60
C -3.5353 -1.6628 4.3017 -1.07 0.66 -0.02
C -3.5851 -2.8052 3.2948 1.01 0.34 0.37
C -2.3255 -0.4768 6.0274 0.63 0.05 -0.96
C -0.9025 -0.2333 6.5962 -0.53 0.79 -0.14
H -0.1360 -2.8406 5.7959 0.50 -0.31 -0.46
H -0.8697 -3.6634 4.3565 -0.12 0.21 0.17
H -0.8390 -4.4658 5.9524 0.51 -0.27 -0.14
H -3.0546 -3.4947 5.8282 -0.04 -0.42 -0.35
H -2.1954 -2.6957 7.0092 0.63 0.28 0.13
H -3.6174 -0.7209 3.7593 0.75 0.21 -0.41
H -4.4745 -1.5558 4.8443 -0.51 -0.66 0.69
H -4.2185 -2.5387 2.4486 -0.05 -0.25 0.10
H -3.8240 -3.7824 3.7146 -0.35 0.14 0.01
H -2.5470 -2.8806 2.9711 0.00 -0.16 -0.56
H -2.6255 0.2846 5.3074 0.15 0.79 0.64
H -3.0814 -0.5645 6.8077 -0.15 0.29 0.40
H -0.6544 -0.8231 7.4786 -0.01 -0.41 -0.29
H -0.1475 -0.2965 5.8126 -0.05 -0.57 -0.02
H -0.7730 0.7956 6.9318 -0.45 0.22 0.14
C 3.0654 1.2163 -3.3201 -0.59 0.11 1.53
C 3.8544 1.6138 -4.4954 0.61 1.89 -0.46
N 3.7031 3.0942 -4.7645 0.47 0.23 0.17
C 2.7885 3.4473 -5.8431 -0.36 -2.13 0.27
C 1.4255 2.7875 -5.6625 -0.97 0.90 -0.57
C 4.9935 3.7185 -5.0489 1.01 -0.77 1.82
C 5.8362 3.9671 -3.7231 -0.63 -0.06 -0.93
H 3.3251 1.8500 -2.4721 0.46 0.08 0.08
H 3.3761 0.2083 -3.0456 -0.70 -0.31 0.10
H 1.9961 1.4229 -3.3663 -0.14 -0.75 -0.45
H 4.8854 1.4371 -4.1891 0.25 0.22 -0.33
H 3.6935 0.9660 -5.3571 -0.25 0.17 -0.43
H 2.6693 4.5179 -6.0099 0.28 -0.01 0.42
H 3.2264 2.9905 -6.7307 -0.07 0.27 -0.85
H 0.9068 3.0424 -4.7383 0.44 -0.19 0.38
H 0.7611 3.2481 -6.3936 -0.06 -0.10 -0.39
H 1.3661 1.7171 -5.8592 0.35 0.00 0.26
H 4.8854 4.6314 -5.6346 -0.21 0.17 0.39
H 5.5897 3.0532 -5.6734 0.25 -0.17 -0.36
H 6.7368 4.5106 -4.0086 -0.07 0.32 0.30
H 6.1833 3.0891 -3.1784 -0.08 -0.55 -0.57
H 5.2374 4.4550 -2.9541 -0.01 0.62 -0.33
```
Forces are in eV/Å.